(1)
Density functional theory data (ωB97M-V/def2-TZVPD) for a cluster of 2 separate species, C3H8O2 in total.

Atoms and positions in Å:
1 C -2.799 1.738 1.519
2 C -2.405 1.386 0.084
3 H -2.666 0.913 2.215
4 H -3.835 2.075 1.597
5 H -2.201 2.532 1.949
6 H -1.861 2.209 -0.367
7 H -1.710 0.543 0.111
8 H -3.269 1.120 -0.500
9 O 3.084 -2.730 -0.569
10 C 4.080 -2.900 -1.218
11 O 4.773 -1.917 -1.813
12 H 4.531 -3.876 -1.386
13 H 4.279 -1.093 -1.622

The calculated total energy comes out at -269.57793 hartree. The highest occupied orbital energy is -11.06 eV. Its structure (SMILES) is O=CO.CC. As for the energy relative to the best compared isomer or geometry (same formula, charge and spin): 10.64 kcal/mol.

(2)
Density functional theory data (ωB97M-V/def2-TZVPD) for a cluster of 2 separate species, C4H9NO in total.

Atoms and positions in Å:
1 N -0.520 1.413 -0.731
2 C -0.417 0.065 -0.388
3 C -1.153 -0.350 0.687
4 C -1.785 -1.676 0.796
5 C -2.437 -2.026 1.886
6 H 0.180 1.979 -1.173
7 H -1.223 1.759 -0.098
8 H 0.217 -0.650 -0.922
9 H -1.188 0.253 1.574
10 H -1.831 -2.149 -0.193
11 H -3.029 -2.917 2.143
12 H -2.467 -1.557 2.868
13 H 5.005 1.233 -1.864
14 H 5.651 2.448 -2.617
15 O 4.996 2.174 -1.969

The calculated total energy comes out at -287.71501 hartree. The highest occupied orbital energy is -7.31 eV. Its structure (SMILES) is C=C/C=C/N.O. As for the energy relative to the best compared isomer or geometry (same formula, charge and spin): 73.70 kcal/mol.